[1]
Density functional theory data (wB97M-V/def2-TZVPD) for a 2-piece molecular cluster, C2H4N2O overall at a distorted geometry.

Structure (XYZ):
```
9
Properties=species:S:1:pos:R:3:forces:R:3:lowdin_charge:R:1
N -1.3500 1.7249 1.4426 -0.4 -0.9 -0.5 0.073
C -1.6556 0.7400 0.8883 0.2 1.1 0.6 -0.031
N 0.3431 -1.3403 -0.1278 0.1 0.0 0.0 0.099
C 1.1370 -0.5466 -0.8934 0.1 0.0 0.0 -0.441
O 2.3466 -0.6263 -0.9636 -0.4 0.0 0.0 -0.005
H -1.1216 2.5846 1.8975 0.0 -0.1 0.0 0.077
H -0.6125 -1.0621 0.0558 0.2 -0.1 -0.1 0.003
H 0.7997 -1.9481 0.5368 -0.1 0.0 -0.1 0.103
H 0.5502 0.1854 -1.4834 0.1 -0.1 0.1 0.121
```
Positions in Å, forces in eV/Å.

Calculated values
relative energy (zero: lowest compared OMol25 entry of this formula, charge and spin)	23.6	kcal/mol
multiplicity	1


[2]
Density functional theory data (wB97M-V/def2-TZVPD) for a single C6H13NO molecule at a distorted geometry.

Structure (XYZ):
```
21
Properties=species:S:1:pos:R:3:forces:R:3:lowdin_charge:R:1
C -2.9245 1.1029 -0.4831 -0.4 0.2 -0.3 -0.010
C -1.8690 0.1267 -0.9171 0.3 -0.5 0.3 -0.539
O -2.1048 -1.0700 -1.0601 0.5 1.0 0.0 0.042
N -0.6123 0.6828 -1.0311 -0.5 -0.3 -0.3 0.041
C 0.5610 -0.1678 -0.9650 -0.2 -0.1 0.2 -0.171
C 0.8842 -0.4994 0.5029 0.5 -0.1 0.1 -0.425
C 1.7253 -1.7672 0.6093 -0.1 -0.2 0.0 -0.083
C 1.5887 0.6757 1.1846 -0.1 0.0 0.0 -0.084
H -2.7044 2.1128 -0.8377 0.0 0.0 0.1 0.075
H -2.9597 1.1047 0.6109 0.0 0.0 -0.1 0.090
H -3.8950 0.7941 -0.8785 0.1 0.0 0.2 0.085
H -0.4950 1.6624 -0.8078 -0.2 -0.3 0.0 0.128
H 1.3882 0.3634 -1.4486 0.0 -0.2 0.1 0.126
H 0.3636 -1.0806 -1.5383 -0.1 0.2 0.1 0.122
H -0.0509 -0.6850 1.0479 0.0 0.0 -0.3 0.135
H 1.9539 -1.9906 1.6570 0.0 0.0 -0.1 0.078
H 2.6691 -1.6708 0.0642 0.0 0.0 0.0 0.081
H 1.1787 -2.6244 0.2014 0.1 0.1 0.0 0.081
H 2.5545 0.8873 0.7136 -0.1 -0.1 0.0 0.081
H 0.9804 1.5849 1.1329 0.1 0.0 0.0 0.068
H 1.7679 0.4581 2.2426 0.0 0.1 -0.1 0.078
```
Positions in Å, forces in eV/Å.

Calculated values
relative energy (zero: lowest compared OMol25 entry of this formula, charge and spin)	0.7	kcal/mol
multiplicity	1
structure (SMILES)	CC(=O)NCC(C)C


[3]
Density functional theory data (wB97M-V/def2-TZVPD) for a 4-piece molecular cluster, C2H14N2O3 overall at a distorted geometry.

Structure (XYZ):
```
21
Properties=species:S:1:pos:R:3:forces:R:3:lowdin_charge:R:1
C -1.4332 1.2251 -0.2930 2.6 1.3 1.2 -0.065
N -0.0461 1.5862 0.2527 -0.4 -0.7 0.4 -0.116
C 0.3752 1.1427 1.6055 0.4 -0.4 0.0 -0.328
N 1.4967 0.2208 1.6843 0.6 -0.8 -1.8 -0.016
H -1.4910 1.8219 -1.1949 -0.4 -0.4 -0.3 0.082
H -2.1920 1.4957 0.4034 -0.8 0.4 0.5 0.059
H -1.4639 0.1690 -0.3977 0.0 -0.8 -0.6 0.034
H 0.0826 2.5797 0.2650 -0.2 0.4 -0.5 0.085
H 0.7612 1.9574 2.2221 -0.5 0.6 -0.4 0.109
H -0.4179 0.6930 2.1426 -1.1 -0.4 0.5 0.092
H 2.1733 0.6639 1.0376 0.0 -0.7 0.7 0.065
H 1.3001 -0.7365 1.2910 -0.1 1.4 0.5 0.061
O 1.2738 -0.0812 -1.7364 1.5 -0.8 -0.1 -0.076
H 0.9481 0.3515 -0.9429 -0.8 0.8 0.5 -0.029
H 2.1889 -0.2856 -1.4500 -0.6 0.1 -0.6 0.062
O -0.5755 -1.9974 0.6783 -1.2 -0.4 -0.3 -0.080
H -0.7550 -2.2452 -0.2581 0.7 -0.1 0.6 0.007
H -1.3999 -2.2782 1.1259 0.8 0.2 -0.1 0.060
O -0.3283 -2.4771 -2.1920 1.5 0.2 0.3 -0.092
H -1.0429 -1.8400 -2.1115 0.3 0.4 -0.4 0.024
H 0.5456 -1.9657 -2.1319 -2.0 -0.4 -0.1 0.060
```
Positions in Å, forces in eV/Å.

Calculated values
relative energy (zero: lowest compared OMol25 entry of this formula, charge and spin)	24.8	kcal/mol
multiplicity	1
structure (SMILES)	CNCN.O.O.O


[4]
Density functional theory data (wB97M-V/def2-TZVPD) for a 13-piece molecular cluster, C44H96N8O18 overall at a distorted geometry.

Structure (XYZ):
```
166
Properties=species:S:1:pos:R:3:forces:R:3:lowdin_charge:R:1
C 18.7347 -26.6391 29.8288 1.3 0.0 -0.5 -0.309
O 19.9284 -26.6164 29.5231 -1.1 0.1 0.4 -0.002
N 17.7517 -25.9749 29.1865 0.9 0.4 -0.4 -0.195
C 16.4055 -26.0854 29.6221 -0.2 -0.8 0.2 -0.065
C 18.0461 -24.9807 28.1602 1.5 -1.2 -0.1 -0.023
H 18.3731 -27.2455 30.6800 0.0 0.0 -0.1 0.130
H 15.7574 -26.2982 28.7743 -0.2 0.4 -0.1 0.098
H 16.1218 -25.2047 30.1911 -0.5 0.1 0.0 0.095
H 16.3495 -27.0001 30.2058 -0.2 0.2 0.4 0.057
H 19.0925 -25.1224 27.8569 -0.1 0.1 0.3 0.079
H 17.5134 -25.2380 27.2451 -0.6 0.6 0.2 0.094
H 17.9714 -23.9762 28.5684 -0.5 0.2 -0.3 0.094
C 23.1286 -36.1076 27.0155 -3.3 1.3 0.9 -0.385
O 24.0567 -36.5940 26.4792 2.5 -1.2 -1.2 0.058
N 22.8552 -36.1565 28.3468 -0.1 0.8 0.9 -0.184
C 23.7805 -36.7664 29.2473 0.2 -1.1 0.3 -0.077
C 21.7317 -35.4399 28.9613 0.0 -1.6 -0.6 -0.047
H 22.2914 -35.5982 26.4998 0.3 0.1 -0.3 0.116
H 24.0864 -36.0952 30.0493 0.0 0.1 0.0 0.073
H 24.6488 -37.1194 28.6963 0.1 0.3 -0.1 0.088
H 23.3543 -37.6782 29.6948 -0.1 0.3 0.1 0.094
H 21.0418 -36.1958 29.3833 0.3 0.3 0.2 0.085
H 22.0710 -34.7707 29.7497 0.0 0.2 -0.1 0.070
H 21.1519 -34.9542 28.1870 0.1 0.5 -0.1 0.062
C 15.4084 -29.3586 31.2752 0.6 -0.3 2.7 -0.412
O 15.5595 -29.2878 30.1180 1.0 0.5 -4.6 0.031
N 14.2458 -29.2546 31.8734 -2.1 0.4 0.5 -0.173
C 14.0951 -29.5017 33.2687 -0.2 1.2 0.5 -0.051
C 13.0500 -28.8311 31.1488 0.2 -0.9 -1.6 -0.013
H 16.2409 -29.4894 31.9780 0.2 -0.2 0.2 0.126
H 13.3825 -30.3019 33.4202 -0.1 -0.2 0.4 0.094
H 13.7531 -28.5601 33.7117 -0.4 -0.3 0.3 0.095
H 15.0477 -29.6753 33.7568 0.2 -0.5 -0.1 0.081
H 12.5596 -27.9599 31.5755 0.0 -0.2 0.4 0.093
H 13.3137 -28.5993 30.1062 0.4 0.3 0.5 0.094
H 12.3523 -29.6714 30.9551 0.1 0.4 0.8 0.081
C 20.6591 -33.3124 24.5001 -0.2 -0.3 -0.2 -0.345
O 21.2261 -34.3220 24.8668 0.3 -0.3 0.1 0.010
N 20.1652 -32.3789 25.3225 0.8 -0.9 0.3 -0.161
C 19.4356 -31.2882 24.7965 -0.3 0.9 -1.1 -0.064
C 20.3889 -32.4859 26.7490 -0.6 0.6 0.1 -0.013
H 20.4661 -33.1049 23.4320 0.1 0.0 0.0 0.140
H 19.5448 -30.4075 25.4130 -0.1 0.2 0.3 0.080
H 18.3818 -31.5460 24.6721 0.3 0.5 -0.2 0.057
H 19.8513 -30.9972 23.8274 -0.1 -0.1 0.0 0.102
H 21.3884 -32.1954 27.0398 0.3 0.0 -0.1 0.060
H 19.6949 -31.7843 27.1971 0.1 -0.1 0.3 0.060
H 20.1696 -33.4612 27.1530 -0.1 -0.4 -0.2 0.066
C 15.2414 -31.7949 23.7485 0.1 -0.3 1.3 -0.359
O 14.7963 -31.8875 22.6449 -0.4 0.2 -1.6 0.041
N 16.1934 -32.6019 24.2651 0.0 -0.2 -1.8 -0.197
C 16.4726 -32.5854 25.6232 1.3 -0.9 2.9 -0.113
C 16.8546 -33.6431 23.4539 0.1 0.6 1.1 -0.009
H 14.8750 -31.0770 24.5093 0.0 0.1 -0.2 0.139
H 16.5434 -33.6042 26.0340 -0.4 0.0 -0.1 0.097
H 15.7613 -32.0697 26.2640 -0.2 0.2 -0.4 0.094
H 17.4743 -32.2024 25.8693 -0.5 0.1 0.0 0.048
H 17.7420 -33.9331 24.0228 -0.1 -0.2 -0.1 0.077
H 16.2057 -34.5089 23.3494 0.0 0.0 -0.3 0.096
H 17.2112 -33.2348 22.5194 -0.3 0.0 -0.4 0.090
C 25.3214 -31.1686 28.5680 0.8 -1.5 2.1 -0.384
O 24.8445 -30.1951 28.0849 -0.5 2.0 -1.3 0.041
N 24.8567 -32.4153 28.4152 0.4 -0.6 -0.1 -0.176
C 25.0896 -33.5009 29.3778 0.9 0.1 -0.3 -0.041
C 23.8995 -32.7309 27.4004 -0.6 -2.0 0.0 -0.055
H 26.1643 -31.1784 29.2901 0.0 0.4 -0.1 0.136
H 26.0714 -33.3967 29.8636 -0.4 0.4 0.1 0.094
H 25.2043 -34.4653 28.8655 -0.4 0.3 -0.2 0.078
H 24.2981 -33.5779 30.1413 0.2 0.2 -0.3 0.085
H 23.0842 -33.1723 27.9838 -0.5 0.0 -0.7 0.062
H 23.5218 -32.0096 26.6919 0.3 0.9 0.5 0.092
H 24.3189 -33.5225 26.7623 -0.1 -0.1 0.2 0.103
C 22.9048 -30.8816 33.3583 -1.0 0.7 0.7 -0.371
O 23.3872 -31.7296 32.6725 0.8 -2.1 -1.3 0.013
N 23.5435 -29.7750 33.7263 -0.2 1.2 1.1 -0.183
C 22.8551 -28.6653 34.3520 0.3 0.7 -0.3 -0.050
C 24.9427 -29.6201 33.4787 0.6 -0.8 -0.8 -0.047
H 21.8873 -30.9640 33.7545 -0.3 0.2 0.0 0.139
H 23.0373 -27.7812 33.7210 -0.2 -0.1 0.2 0.101
H 23.1872 -28.4002 35.3664 0.2 -0.4 -0.2 0.097
H 21.7877 -28.8221 34.3904 -0.2 -0.3 -0.1 0.049
H 25.2680 -30.4922 32.9014 -0.1 0.1 0.2 0.085
H 25.1597 -28.7646 32.8369 0.0 0.3 0.3 0.096
H 25.5115 -29.6236 34.4085 0.0 0.4 0.0 0.094
C 18.0757 -34.8405 29.2641 -0.4 -3.5 1.7 -0.328
O 17.9631 -33.9063 28.5574 -0.2 2.4 -1.7 0.051
N 17.1935 -35.9079 29.3105 1.3 1.4 0.2 -0.199
C 15.9972 -35.8804 28.5937 -0.7 1.3 -1.6 -0.071
C 17.4637 -37.0302 30.1068 1.8 -0.9 0.9 -0.077
H 18.8946 -35.0227 29.9803 0.2 0.3 -0.2 0.109
H 16.0954 -36.3468 27.6104 -0.2 -0.5 0.1 0.105
H 15.8216 -34.8263 28.3561 -0.3 -0.2 0.0 0.058
H 15.1765 -36.2808 29.1688 -0.3 -0.2 0.0 0.096
H 17.1236 -37.9593 29.6611 -0.4 0.0 0.0 0.096
H 18.5553 -37.1589 30.1402 -0.1 0.0 0.3 0.084
H 17.1329 -36.9215 31.1388 -0.4 -0.2 0.1 0.094
O 21.9340 -27.3602 24.1765 7.9 -3.5 -3.1 0.178
C 20.9721 -26.8887 24.5214 -6.2 2.8 0.2 -0.694
O 20.6200 -26.7947 25.7620 -0.7 0.8 3.1 0.007
C 21.6479 -27.0503 26.7621 -0.3 0.6 1.2 -0.180
C 21.5146 -28.4317 27.4080 1.0 0.8 -1.5 -0.040
C 19.8919 -26.4223 23.5911 -1.2 -0.6 -0.1 0.026
H 21.4906 -26.3027 27.5494 -0.3 -0.1 -0.3 0.104
H 22.6414 -26.8194 26.3805 -0.1 -0.5 -0.5 0.121
H 20.7196 -28.4601 28.1301 -0.2 -0.1 0.2 0.045
H 22.4952 -28.6447 27.8425 -0.2 -0.3 0.2 0.080
H 21.3622 -29.1081 26.5674 -0.1 -0.5 0.2 0.075
H 19.3463 -25.5479 23.9289 0.1 0.1 0.1 0.078
H 19.1632 -27.2532 23.5591 0.1 0.3 0.0 0.094
H 20.2334 -26.3090 22.5727 0.4 0.2 -0.1 0.082
O 12.3675 -32.1759 28.1175 1.8 1.4 -6.6 0.160
C 12.0165 -32.3699 29.1862 -2.1 -0.7 4.4 -0.671
O 12.7704 -32.9385 30.0862 1.9 -1.6 2.2 0.008
C 14.0883 -33.4257 29.6308 -1.2 0.5 -0.9 -0.186
C 15.1347 -32.3513 29.6325 0.5 -1.4 -0.5 -0.051
C 10.6631 -32.0403 29.7231 -0.1 -0.1 -0.1 0.034
H 13.9240 -33.7846 28.6034 0.1 0.0 0.4 0.116
H 14.3925 -34.2652 30.2492 -0.4 0.1 0.3 0.115
H 15.4208 -32.1205 30.6480 0.1 0.5 0.2 0.077
H 14.8846 -31.5128 29.0016 -0.2 0.4 0.2 0.074
H 15.9844 -32.8714 29.1529 0.1 0.6 0.3 0.063
H 10.0135 -31.9457 28.8618 -0.3 0.3 0.1 0.091
H 10.7443 -31.1166 30.2881 -0.3 0.1 0.1 0.071
H 10.3205 -32.8438 30.3611 -0.1 0.0 0.3 0.087
O 18.1422 -25.1706 35.5044 -2.1 -0.1 -1.7 0.134
C 19.0841 -25.2132 36.2020 1.4 -0.4 1.9 -0.554
O 19.9600 -26.2482 36.2581 0.8 1.8 0.8 -0.006
C 19.5972 -27.4414 35.6754 -1.5 -1.5 -1.4 -0.249
C 19.4922 -27.3874 34.1504 0.9 1.3 -0.4 -0.056
C 19.3725 -24.1672 37.2260 0.5 0.2 0.4 0.023
H 18.6480 -27.7437 36.1253 -0.1 -0.2 -0.1 0.128
H 20.3513 -28.1612 35.9551 0.2 -0.2 0.2 0.105
H 20.4996 -27.1625 33.7684 -0.2 -0.4 -0.1 0.073
H 18.9236 -26.5243 33.8051 -0.3 -0.1 0.3 0.066
H 19.0969 -28.2473 33.6234 0.1 -0.5 0.3 0.067
H 20.2240 -24.4173 37.8518 0.3 0.1 -0.3 0.082
H 18.5420 -24.0739 37.9259 -0.3 0.0 -0.4 0.093
H 19.5063 -23.2217 36.7031 0.1 0.1 0.2 0.093
O 18.2321 -32.9719 31.5585 -2.1 -1.8 -6.0 0.134
C 18.5331 -32.6035 32.6070 -1.7 3.0 2.7 -0.688
O 19.5141 -33.0616 33.2397 4.3 -2.1 2.1 0.049
C 20.4284 -33.9160 32.4714 0.6 -0.4 0.3 -0.163
C 21.3330 -34.6275 33.4720 0.2 0.6 -0.2 -0.048
C 17.7907 -31.5540 33.3605 -0.3 0.3 0.9 0.039
H 21.0174 -33.2539 31.8273 -0.2 -0.1 0.0 0.110
H 19.9228 -34.6628 31.8495 -0.4 0.5 0.3 0.101
H 20.7529 -34.8843 34.3505 0.0 -0.1 0.2 0.078
H 22.1530 -33.9576 33.7345 -0.1 -0.1 0.3 0.064
H 21.7855 -35.5319 33.0640 -0.2 0.0 -0.2 0.076
H 16.7467 -31.8496 33.4553 0.0 0.0 0.0 0.089
H 17.8220 -30.6050 32.8340 0.2 0.0 -0.2 0.059
H 18.2271 -31.4298 34.3528 -0.1 0.1 -0.1 0.091
O 20.3176 -30.1789 31.3403 -2.4 3.0 9.6 0.191
C 20.5034 -30.5074 30.2819 3.3 -2.8 -5.1 -0.725
O 19.7169 -30.4621 29.3024 -4.2 0.3 -3.9 0.019
C 18.2737 -30.3524 29.4645 -0.1 0.4 1.0 -0.163
C 17.6425 -30.5062 28.1173 0.8 -1.2 -0.7 -0.065
C 21.7457 -31.0901 29.8171 2.8 -0.1 -0.6 0.033
H 17.9503 -29.4160 29.9401 0.6 -0.1 -0.1 0.096
H 17.9818 -31.1834 30.1150 -0.1 0.2 0.0 0.105
H 18.2893 -30.1026 27.3281 -0.3 0.5 0.2 0.078
H 16.6314 -30.1342 28.0674 -0.1 0.3 0.1 0.069
H 17.6387 -31.5833 27.9094 -0.3 0.2 0.0 0.040
H 22.5762 -30.7135 30.4126 0.0 -0.1 0.1 0.092
H 21.9072 -30.7672 28.7921 0.2 -0.3 -0.1 0.069
H 21.7878 -32.1770 29.8711 -0.3 -0.1 0.0 0.084
```
Positions in Å, forces in eV/Å.

Calculated values
relative energy (zero: lowest compared OMol25 entry of this formula, charge and spin)	51.1	kcal/mol
multiplicity	1